(one)
Computed, not measured: a cluster of 2 separate species, C2H3F2IO in total, with ωB97M-V with the def2-TZVPD basis set.

Output
- gap between HOMO and LUMO (eV) = 9.04
- total charge = 0
- HOMO level (eV) = -8.94

Last column: Löwdin charge in e.
Element x y z (Å)
C (1.988, -0.412, -0.224)  -0.108
C (-1.812, 1.159, 0.692)  -0.349
O (1.387, -1.102, 0.542)  -0.051
F (-2.744, 1.896, 0.034)  -0.062
F (-0.665, 1.287, -0.115)  -0.172
I (-2.098, -1.275, 0.113)  0.802
H (1.378, 0.137, -0.922)  0.069
H (3.051, -0.653, -0.463)  0.101
H (-0.484, -1.037, 0.342)  -0.230

---

(two)
Computed, not measured: an isolated molecule of C2H3F2IO, with ωB97M-V with the def2-TZVPD basis set.

Output
- gap between HOMO and LUMO (eV) = 10.31
- SMILES string = OCC(F)(F)I
- total charge = 0
- HOMO level (eV) = -10.31

Last column: Löwdin charge in e.
Element x y z (Å)
O (0.580, 0.035, -1.083)  -0.036
C (-0.213, -0.477, -0.105)  -0.307
C (-1.333, -1.221, -0.756)  -0.917
F (-1.664, -0.601, -1.852)  0.049
F (-0.756, -2.425, -1.329)  -0.064
I (-3.097, -1.689, 0.436)  0.854
H (0.971, -0.778, -1.529)  0.138
H (0.346, -1.193, 0.584)  0.156
H (-0.558, 0.435, 0.366)  0.127

---

We find (two) to be the most stable, with the next structure 3.348 eV higher.

---

(one)
Computed, not measured: an isolated molecule of C5H6N2O3, with ωB97M-V with the def2-TZVPD basis set.

Output
- gap between HOMO and LUMO (alpha / beta) (eV) = 7.97 / 7.96
- total charge = 0
- HOMO level (alpha / beta) (eV) = -8.55 / -8.54

Last column: Löwdin charge in e.
Element x y z (Å)
C (-0.594, 0.632, -2.203)  -0.199
C (0.217, 1.648, -0.220)  -0.369
C (0.576, 0.787, -1.467)  -0.421
C (0.016, -0.293, 1.206)  -0.380
C (-0.969, -1.288, 1.388)  0.009
N (-1.502, 0.246, -2.772)  0.185
N (1.097, -0.418, -1.037)  0.045
O (0.241, 2.810, -0.149)  0.210
O (-0.288, 0.947, 0.887)  0.112
O (1.248, -0.456, 1.839)  0.091
H (1.388, 1.300, -1.959)  0.152
H (-1.041, -2.017, 0.507)  0.127
H (-1.985, -0.949, 1.524)  0.097
H (-0.589, -2.104, 2.199)  0.164
H (0.488, -1.208, -1.255)  0.038
H (1.698, 0.362, 1.514)  0.139

---

(two)
Computed, not measured: a structure of composition C5H6N2O3, with ωB97M-V with the def2-TZVPD basis set.

Output
- gap between HOMO and LUMO (eV) = 9.17
- total charge = 0
- HOMO level (eV) = -8.78

Last column: Löwdin charge in e.
Element x y z (Å)
O (1.206, -0.966, -2.300)  0.097
C (0.593, -0.095, -1.723)  -0.293
C (0.337, 1.315, -2.297)  0.003
C (-1.036, 1.644, -1.833)  -0.240
C (-1.680, 0.676, -1.123)  -0.238
N (-0.880, -0.434, -0.849)  0.048
C (-3.052, 0.996, -1.287)  -0.061
N (-3.175, 2.143, -1.917)  0.065
O (-1.915, 2.542, -2.285)  0.016
H (1.092, 2.007, -1.900)  0.133
H (0.423, 1.274, -3.392)  0.145
H (-1.274, -1.364, -0.800)  0.122
H (-3.934, 0.501, -0.887)  0.120
H (0.266, -0.442, 0.419)  0.202
O (1.473, -0.311, 0.245)  -0.152
H (1.642, 0.617, 0.447)  0.030

---

We find (one) to be the most stable, with the next structure 0.121 eV higher.

---

(one)
Computed, not measured: a cluster of 2 separate species, C5H16N in total, with ωB97M-V with the def2-TZVPD basis set.

Output
- gap between HOMO and LUMO (eV) = 10.05
- total charge = +1
- HOMO level (eV) = -13.91

Last column: Löwdin charge in e.
Element x y z (Å)
C (1.018, 0.356, -2.081)  -0.308
C (-0.219, 1.198, -2.504)  -0.121
C (2.159, 0.915, -1.176)  -0.097
H (1.377, 0.040, -3.057)  0.095
H (0.590, -0.514, -1.552)  0.067
H (-0.617, 1.844, -1.715)  0.060
H (0.179, 1.843, -3.290)  0.073
H (3.028, 0.586, -1.726)  0.068
H (-1.057, 0.607, -2.865)  0.066
H (2.194, 0.524, -0.159)  0.041
H (1.999, 1.986, -1.050)  0.073
C (-0.690, -0.695, 1.361)  -0.177
C (-1.941, -0.084, 1.977)  -0.060
N (-0.157, -1.731, 2.336)  0.188
H (-0.957, -1.085, 0.377)  0.126
H (0.166, -0.090, 1.064)  0.113
H (-1.881, 0.167, 3.026)  0.082
H (-2.854, -0.649, 1.796)  0.095
H (-0.530, -2.681, 2.173)  0.182
H (0.845, -1.954, 2.369)  0.180
H (-0.536, -1.447, 3.240)  0.156
H (-2.115, 0.862, 1.457)  0.099

---

(two)
Computed, not measured: a cluster of 2 separate species, C5H16N in total, with ωB97M-V with the def2-TZVPD basis set.

Output
- gap between HOMO and LUMO (eV) = 9.96
- total charge = +1
- HOMO level (eV) = -13.73

Last column: Löwdin charge in e.
Element x y z (Å)
C (1.982, -0.397, -0.760)  -0.168
C (2.446, 0.503, -1.867)  -0.097
N (2.843, -0.082, 0.484)  0.227
H (0.936, -0.041, -0.660)  0.119
H (2.107, -1.442, -1.057)  0.140
H (1.891, 0.167, -2.739)  0.093
H (3.486, 0.427, -2.044)  0.067
H (2.868, 0.872, 0.695)  0.143
H (2.647, -0.640, 1.299)  0.171
H (3.774, -0.214, 0.157)  0.150
H (2.094, 1.633, -1.816)  0.143
C (-1.978, 0.122, 0.973)  -0.318
C (-3.071, 1.007, 0.309)  -0.110
C (-2.205, -1.352, 1.140)  -0.116
H (-1.199, 0.186, 0.216)  0.056
H (-1.734, 0.649, 1.849)  0.078
H (-2.619, 1.515, -0.570)  0.064
H (-3.159, -1.593, 0.683)  0.070
H (-1.536, -1.983, 0.627)  0.037
H (-2.188, -1.666, 2.233)  0.099
H (-3.901, 0.477, -0.121)  0.053
H (-3.486, 1.854, 0.970)  0.097

---

We find (one) to be the most stable, with the next structure 0.330 eV higher.

---

(one)
Computed, not measured: a cluster of 2 separate species, C5H13NOS in total, with ωB97M-V with the def2-TZVPD basis set.

Output
- gap between HOMO and LUMO (eV) = 8.63
- SMILES string = CCC(N)=O.CSC
- total charge = 0
- HOMO level (eV) = -7.85

Last column: Löwdin charge in e.
Element x y z (Å)
C (2.483, 0.368, 2.463)  -0.094
C (1.388, 0.924, 1.539)  -0.153
C (1.137, 0.216, 0.218)  -0.550
N (1.508, -1.081, 0.095)  0.166
O (0.529, 0.798, -0.662)  0.027
H (2.245, 0.576, 3.506)  0.071
H (3.479, 0.741, 2.218)  0.079
H (2.452, -0.721, 2.457)  0.053
H (0.421, 1.018, 2.044)  0.121
H (1.629, 1.937, 1.254)  0.111
H (1.412, -1.555, -0.788)  0.110
H (2.185, -1.490, 0.720)  0.080
C (-1.828, 0.169, -2.949)  -0.427
S (-2.822, 0.847, -1.588)  0.719
C (-2.803, -0.547, -0.442)  -0.435
H (-0.833, -0.039, -2.553)  0.005
H (-2.295, -0.721, -3.358)  0.027
H (-1.781, 0.955, -3.696)  0.024
H (-2.483, -1.490, -0.866)  0.036
H (-3.809, -0.653, -0.036)  0.018
H (-2.215, -0.252, 0.423)  0.011

---

(two)
Computed, not measured: a structure of composition C5H13NOS, with ωB97M-V with the def2-TZVPD basis set.

Output
- gap between HOMO and LUMO (eV) = 8.78
- total charge = 0
- HOMO level (eV) = -8.53

Last column: Löwdin charge in e.
Element x y z (Å)
C (1.269, 0.153, 1.317)  -0.164
C (2.276, -0.229, 0.245)  -0.251
O (2.746, 0.992, -0.390)  -0.090
C (0.248, 1.236, 0.818)  -0.236
N (-0.521, 0.864, -0.347)  -0.078
C (-1.276, -0.360, -0.304)  -0.390
C (-2.470, -0.416, -1.259)  -0.576
S (-3.315, -2.036, -0.987)  0.571
H (1.837, 0.558, 2.156)  0.109
H (0.699, -0.738, 1.605)  0.103
H (3.139, -0.796, 0.612)  0.113
H (1.794, -0.849, -0.512)  0.102
H (3.180, 0.716, -1.205)  0.081
H (-0.400, 1.614, 1.626)  0.112
H (0.819, 2.145, 0.598)  0.108
H (-0.087, 1.230, -1.179)  0.117
H (-0.674, -1.271, -0.485)  0.089
H (-1.663, -0.439, 0.718)  0.091
H (-2.109, -0.474, -2.293)  0.062
H (-3.186, 0.385, -1.179)  0.058
H (-2.308, -2.285, 0.444)  0.069

---

(three)
Computed, not measured: a cluster of 2 separate species, C5H13NOS in total, with ωB97M-V with the def2-TZVPD basis set.

Output
- gap between HOMO and LUMO (eV) = 8.20
- total charge = 0
- HOMO level (eV) = -8.74

Last column: Löwdin charge in e.
Element x y z (Å)
C (-1.502, -0.251, -0.847)  -0.171
C (-1.532, -1.281, 0.281)  -0.262
O (-2.373, -0.760, 1.345)  -0.082
C (-1.026, 1.183, -0.327)  -0.257
N (0.225, 1.380, 0.340)  -0.075
C (1.269, 0.463, -0.262)  -0.407
C (2.542, 0.477, 0.525)  -0.611
S (3.661, -0.638, -0.405)  0.579
H (-2.560, -0.166, -1.131)  0.113
H (-0.886, -0.505, -1.722)  0.107
H (-2.039, -2.135, -0.080)  0.093
H (-0.480, -1.530, 0.666)  0.130
H (-2.449, -1.512, 1.937)  0.076
H (-1.012, 1.772, -1.221)  0.085
H (-1.876, 1.735, 0.309)  0.154
H (0.240, 1.272, 1.359)  0.109
H (0.792, -0.465, -0.534)  0.015
H (1.571, 0.989, -1.207)  0.122
H (2.324, 0.069, 1.528)  0.070
H (2.923, 1.513, 0.603)  0.092
H (2.187, -1.610, -1.156)  0.121

---

We find (one) to be the most stable, with the next structure 2.346 eV higher.

---

(one)
Computed, not measured: an isolated molecule of C6H6OS, with ωB97M-V with the def2-TZVPD basis set.

Output
- gap between HOMO and LUMO (eV) = 9.09
- SMILES string = S/C=C\c1ccoc1
- total charge = 0
- HOMO level (eV) = -8.23

Last column: Löwdin charge in e.
Element x y z (Å)
S (2.777, -0.826, -0.315)  0.750
C (2.134, 0.774, 0.068)  -0.514
C (0.872, 1.172, 0.221)  -0.141
C (-0.347, 0.366, -0.010)  -0.235
C (-0.537, -0.980, 0.363)  -0.077
C (-1.839, -1.282, 0.118)  -0.106
O (-2.496, -0.196, -0.383)  0.007
C (-1.590, 0.805, -0.418)  -0.064
H (1.597, -1.342, -0.701)  -0.144
H (2.915, 1.494, 0.313)  0.058
H (0.684, 2.200, 0.458)  0.100
H (0.150, -1.669, 0.833)  0.105
H (-2.353, -2.265, 0.198)  0.136
H (-1.967, 1.749, -0.746)  0.126

---

(two)
Computed, not measured: an isolated molecule of C6H6OS, with ωB97M-V with the def2-TZVPD basis set.

Output
- gap between HOMO and LUMO (eV) = 9.54
- SMILES string = C#C[C@@]12CSC[C@@H]1O2
- total charge = 0
- HOMO level (eV) = -8.74

Last column: Löwdin charge in e.
Element x y z (Å)
C (2.662, 0.952, 0.898)  0.128
C (1.536, 0.676, 0.533)  -0.061
C (0.177, 0.487, 0.145)  -0.601
C (-0.517, 1.061, -1.058)  -0.344
S (-1.741, -0.258, -1.481)  0.867
C (-1.360, -1.419, -0.207)  -0.489
C (-0.353, -0.782, 0.647)  -0.277
O (-0.735, 0.543, 1.174)  0.016
H (3.785, 1.158, 1.072)  0.077
H (-1.047, 1.986, -0.714)  0.095
H (0.104, 1.345, -2.104)  0.151
H (-2.174, -2.113, 0.360)  0.150
H (-0.701, -2.223, -0.637)  0.087
H (0.363, -1.415, 1.373)  0.202

---

We find (one) to be the most stable, with the next structure 3.156 eV higher.

---

(one)
Computed, not measured: a cluster of 2 separate species, C6H12NO in total, with ωB97M-V with the def2-TZVPD basis set.

Output
- gap between HOMO and LUMO (eV) = 10.76
- total charge = +1
- HOMO level (eV) = -13.86

Last column: Löwdin charge in e.
Element x y z (Å)
C (0.526, 1.326, 0.908)  -0.066
C (0.209, 1.280, -1.644)  0.132
C (0.814, -0.200, 1.335)  -0.061
C (-2.909, -0.184, 0.539)  -0.061
C (0.540, 0.781, -0.459)  -0.345
C (0.878, -1.700, -0.912)  0.048
N (1.255, -0.492, -0.085)  -0.060
O (-1.757, -0.252, 0.171)  -0.037
H (-0.300, 1.943, 1.413)  0.152
H (1.493, 1.903, 1.161)  0.149
H (0.561, 0.862, -2.586)  0.087
H (-0.495, 2.098, -1.550)  0.098
H (1.753, -0.274, 1.933)  0.130
H (0.086, -0.879, 1.831)  0.138
H (-3.791, -0.859, 0.411)  0.101
H (-3.318, 0.673, 1.168)  0.104
H (-0.213, -1.687, -0.804)  0.088
H (1.023, -1.390, -2.014)  0.131
H (1.391, -2.602, -0.670)  0.093
H (2.252, -0.348, -0.147)  0.180

---

(two)
Computed, not measured: the ion C6H12NO with charge +1, with ωB97M-V with the def2-TZVPD basis set.

Output
- gap between HOMO and LUMO (eV) = 10.73
- SMILES string = C[N@H+]1C=COC1(C)C
- total charge = +1
- HOMO level (eV) = -13.68

Last column: Löwdin charge in e.
Element x y z (Å)
C (-0.743, -1.740, -0.305)  -0.016
N (-0.038, -0.823, 0.510)  -0.084
C (1.437, -1.138, 0.457)  0.005
C (2.118, -0.194, -0.288)  -0.053
O (1.391, 0.904, -0.589)  0.001
C (-0.102, 0.724, 0.014)  -0.324
C (-0.309, 1.593, 1.149)  0.007
C (-1.020, 0.910, -1.120)  0.014
H (-0.247, -1.611, -1.326)  0.151
H (-0.464, -2.612, 0.175)  0.089
H (-1.814, -1.435, -0.528)  0.135
H (-0.389, -0.883, 1.453)  0.176
H (1.678, -2.146, 0.916)  0.153
H (3.126, -0.133, -0.542)  0.125
H (-1.284, 1.703, 1.428)  0.080
H (0.043, 2.666, 0.933)  0.162
H (0.312, 1.301, 1.983)  0.108
H (-0.511, 0.764, -2.061)  0.122
H (-1.379, 1.885, -1.060)  0.097
H (-1.805, 0.267, -1.199)  0.053

---

We find (two) to be the most stable, with the next structure 0.739 eV higher.